1.
55
Properties=species:S:1:pos:R:3:forces:R:3:mulliken_charge:R:1 method="wB97M-V/def2-TZVPD" e_above_lowest_kj_mol=0.00 homo_lumo_gap_ev=9.16 energy_ev=-62396.3036 total_charge=+1
Y -0.392 -0.406 -0.210 -0.31 -1.74 -0.31 0.63
N -2.915 -0.613 -0.597 -0.09 0.06 -0.17 -0.34
C -3.319 -0.971 -1.968 0.20 -0.02 -0.11 -0.61
C -2.253 -0.498 -2.956 -0.18 -0.09 0.18 -0.83
N -0.888 -0.911 -2.564 0.12 0.27 -0.49 -0.08
C -0.486 -2.243 -3.041 -0.07 -0.19 0.23 -0.58
C -1.046 -3.346 -2.141 0.09 0.20 -0.08 -0.79
N -0.822 -2.987 -0.730 -0.02 -0.02 -0.14 -0.31
H -3.534 -1.057 0.071 0.03 -0.05 0.07 0.21
H -3.064 0.382 -0.473 -0.27 0.04 0.05 0.26
H -4.269 -0.512 -2.252 -0.03 -0.03 0.02 0.46
H -3.453 -2.049 -2.016 -0.04 0.01 0.00 0.28
H -2.267 0.590 -2.969 0.03 0.00 -0.08 0.38
H -2.500 -0.863 -3.958 0.02 0.03 -0.03 0.47
H -0.248 -0.229 -2.962 -0.02 0.01 -0.15 0.30
H 0.605 -2.289 -3.016 0.01 0.04 -0.03 0.28
H -0.809 -2.414 -4.072 0.06 0.02 -0.03 0.40
H -0.573 -4.292 -2.411 -0.04 -0.03 0.00 0.45
H -2.112 -3.462 -2.314 0.00 -0.05 0.01 0.27
H 0.093 -3.314 -0.444 0.02 0.03 0.11 0.30
H -1.494 -3.453 -0.134 -0.01 0.00 0.05 0.22
N 1.141 -1.429 3.579 0.17 -0.12 -0.12 -0.13
C -0.121 -1.306 4.105 -0.23 0.12 -0.03 -0.65
C -0.971 -1.411 3.050 0.02 -0.15 0.13 -0.54
N -0.256 -1.616 1.896 0.34 -0.04 0.34 0.01
C 1.022 -1.615 2.252 -0.35 -0.11 0.23 0.01
C 2.072 -1.695 1.257 0.21 -0.32 -0.29 0.46
N 1.775 -1.791 -0.031 0.08 -0.05 0.36 0.23
C 2.976 -1.784 -0.695 0.13 -0.09 0.01 -0.34
C 3.997 -1.688 0.199 -0.02 0.01 -0.20 -0.82
N 3.405 -1.631 1.434 -0.11 -0.02 0.14 -0.01
H 1.995 -1.335 4.099 0.03 -0.03 0.03 0.20
H -0.296 -1.140 5.153 0.03 -0.03 -0.01 0.44
H -2.046 -1.368 3.045 0.01 0.07 0.04 0.43
H 3.029 -1.846 -1.768 0.04 0.05 0.01 0.44
H 5.063 -1.635 0.071 -0.02 0.00 0.00 0.41
H 3.896 -1.455 2.294 0.01 -0.04 0.05 0.20
O -2.724 2.909 0.153 0.21 0.07 0.13 -0.68
S -1.475 2.208 0.166 -0.99 0.78 0.14 1.67
O -1.466 1.060 1.117 -0.24 0.65 0.24 -0.41
O -1.096 1.643 -1.146 -0.13 0.04 0.15 -0.52
C -0.193 3.366 0.601 -0.23 -0.05 -0.13 -0.50
C -0.609 4.592 1.091 -0.07 -0.11 -0.09 -0.56
C 0.329 5.569 1.393 0.20 0.08 -0.03 -0.64
C 1.678 5.326 1.191 -0.20 0.09 0.04 -0.63
C 2.098 4.096 0.703 0.03 -0.17 -0.19 -0.52
C 1.167 3.116 0.401 0.16 -0.13 -0.01 -0.04
S 1.797 1.464 0.148 1.18 0.14 0.45 1.90
O 1.328 0.826 -1.103 0.30 0.43 -0.17 -0.56
O 3.226 1.502 0.262 -0.19 0.27 -0.10 -0.70
O 1.119 0.758 1.257 0.10 0.11 -0.29 -0.43
H -1.669 4.765 1.216 0.03 0.05 0.00 0.51
H 0.003 6.527 1.774 -0.02 -0.02 0.02 0.41
H 2.407 6.088 1.429 0.02 0.00 -0.03 0.42
H 3.145 3.868 0.563 0.00 0.04 0.05 0.55

=====

2.
43
Properties=species:S:1:pos:R:3:forces:R:3:mulliken_charge:R:1 method="wB97M-V/def2-TZVPD" e_above_lowest_kj_mol=144.30 homo_lumo_gap_ev=9.14 smiles="CCCC[C@H](CC)CNC(=O)c1ccc2c(c1)OCO2" energy_ev=-24598.1766
C 1.810 -0.412 -1.397 -0.05 0.22 0.17 -1.27
C 1.841 0.345 -0.074 0.18 -0.14 0.00 0.14
C 2.449 -0.472 1.069 -0.13 -0.02 -0.09 -0.87
C 1.524 -1.558 1.625 0.07 0.32 0.06 -1.23
C 0.332 -1.001 2.427 -0.26 -0.37 0.07 1.24
C 0.431 -1.344 3.918 0.08 0.27 -0.16 -0.92
C 1.598 -0.649 4.609 -0.20 -0.18 -0.02 -1.27
C -1.012 -1.512 1.878 0.07 0.25 0.31 -1.94
N -1.255 -1.086 0.520 0.13 -0.32 -0.10 0.08
C -1.836 0.109 0.244 0.01 -0.24 -0.27 0.09
O -2.341 0.813 1.096 0.00 0.27 0.21 -0.68
C -1.804 0.492 -1.202 -0.07 0.05 -0.18 0.33
C -1.860 -0.446 -2.224 0.02 0.07 0.24 -0.26
C -1.820 -0.068 -3.563 0.05 0.29 -0.31 -1.21
C -1.715 1.275 -3.833 0.00 0.23 0.48 1.05
C -1.672 2.225 -2.808 -0.01 -0.52 -0.27 0.91
C -1.723 1.860 -1.488 0.00 0.16 -0.20 -1.15
O -1.575 3.476 -3.357 -0.01 -0.12 0.48 -0.48
C -1.574 3.288 -4.755 0.05 0.95 -0.87 -0.26
O -1.647 1.907 -5.043 -0.03 -0.52 0.13 -0.48
H 1.283 -1.359 -1.305 -0.07 -0.16 -0.05 0.26
H 2.822 -0.626 -1.735 0.09 -0.07 -0.07 0.43
H 1.308 0.178 -2.161 -0.05 -0.01 -0.13 0.25
H 2.436 1.251 -0.211 -0.07 0.06 0.02 0.43
H 0.831 0.660 0.192 -0.01 0.11 0.04 -0.17
H 2.719 0.204 1.883 0.08 -0.02 0.07 0.37
H 3.370 -0.939 0.712 0.10 0.05 0.02 0.42
H 2.112 -2.214 2.269 -0.02 -0.11 -0.01 0.45
H 1.167 -2.178 0.800 0.01 -0.12 -0.05 0.52
H 0.315 0.089 2.336 -0.03 0.05 -0.02 0.34
H 0.527 -2.427 4.034 -0.07 -0.07 0.00 0.35
H -0.496 -1.040 4.409 -0.07 -0.06 0.03 0.41
H 2.549 -0.949 4.177 0.16 0.00 -0.03 0.29
H 1.503 0.431 4.514 0.04 0.14 0.01 0.31
H 1.611 -0.899 5.667 0.09 0.02 0.10 0.42
H -1.827 -1.106 2.481 0.05 -0.15 -0.01 0.47
H -1.048 -2.605 1.916 -0.01 0.03 0.05 0.37
H -0.703 -1.518 -0.203 -0.06 0.11 -0.03 0.30
H -1.969 -1.495 -1.990 -0.01 -0.10 0.05 0.55
H -1.870 -0.793 -4.358 -0.02 -0.10 -0.10 0.44
H -1.704 2.582 -0.690 -0.01 0.09 0.12 0.48
H -0.648 3.704 -5.183 -0.18 -0.16 0.15 0.25
H -2.441 3.804 -5.198 0.15 -0.17 0.16 0.25

=====

3.
42
Properties=species:S:1:pos:R:3:forces:R:3:mulliken_charge:R:1 method="wB97M-V/def2-TZVPD" e_above_lowest_kj_mol=1416.02 homo_lumo_gap_ev=9.04 energy_ev=-31324.6159
O 1.138 2.757 1.720 4.61 5.48 -0.23 -0.57
C 0.332 1.959 1.609 -5.27 -7.59 0.11 0.37
N -0.155 1.321 0.437 2.79 4.63 7.38 0.29
H -0.766 0.613 0.691 -1.20 -1.81 -0.78 0.06
C 0.464 1.825 -0.698 -6.75 -7.87 -2.74 -0.35
C 0.908 0.403 -1.298 0.70 1.73 0.58 -2.22
H 0.948 0.618 -2.264 0.53 0.91 -4.70 1.19
C 0.311 -0.953 -1.286 -1.81 -4.12 2.90 0.42
C -1.190 -1.013 -1.601 -2.10 -2.78 0.18 -0.67
H -1.899 -0.544 -0.765 1.77 -1.22 -1.42 0.09
H -1.564 -2.244 -1.752 1.21 3.53 0.89 0.40
C -1.514 -0.332 -2.887 -4.02 2.20 -2.17 -0.21
H -0.665 0.287 -3.327 -0.89 -1.71 -0.07 0.19
C -2.601 0.903 -2.680 9.68 -2.37 7.94 -2.14
C -2.038 1.953 -1.515 -9.95 -3.53 2.70 -0.28
H -2.894 2.730 -1.419 1.72 -0.32 -1.00 0.36
H -2.424 1.569 -0.437 1.06 -0.17 -1.98 0.24
C -0.765 2.417 -1.428 6.82 0.37 -4.81 -1.21
H -0.698 3.401 -1.253 -0.17 3.82 1.15 0.41
H -0.458 2.413 -2.509 0.34 0.33 0.25 0.50
H -3.474 0.633 -2.419 -6.24 -2.47 2.28 0.74
H -2.680 1.377 -3.461 -0.44 5.00 -8.41 0.87
H -2.215 -1.011 -3.606 2.60 1.38 1.08 0.34
H 0.200 -1.442 -0.134 1.42 1.04 -2.98 -0.43
H 0.932 -1.747 -2.072 -1.64 2.47 2.50 0.31
H 1.902 0.237 -1.079 2.42 -0.03 0.96 0.48
H 1.179 2.474 -0.484 3.27 2.68 0.73 0.98
C -0.159 1.237 2.898 -2.29 3.13 4.01 -0.81
H -1.134 1.872 3.396 2.08 -1.75 -1.89 0.36
H 0.467 1.505 3.858 -0.28 -0.74 -2.26 0.43
S -0.691 -0.456 2.887 0.01 0.24 0.06 -0.22
C 0.841 -1.252 2.498 -10.21 -6.04 0.11 1.05
C 1.941 -0.753 2.324 6.67 1.44 -0.98 -0.11
C 3.061 -1.424 2.051 -9.77 -11.18 -0.09 -1.57
C 2.868 -2.838 1.796 0.87 -3.41 -1.74 -0.25
C 1.556 -3.599 1.761 3.13 13.01 2.67 -1.20
C 0.671 -2.597 2.187 -5.64 -5.46 0.69 -0.43
H -0.683 -3.179 2.489 3.88 2.08 -1.00 -0.02
H 1.448 -4.544 1.705 -0.84 -6.32 -0.67 0.70
H 3.670 -3.677 1.476 -0.90 2.84 0.87 0.14
H 3.829 -1.022 1.899 11.70 5.67 -1.79 0.92
H 2.000 0.124 2.691 1.12 6.89 1.69 0.85

=====

4.
57
Properties=species:S:1:pos:R:3:forces:R:3:mulliken_charge:R:1 method="wB97M-V/def2-TZVPD" e_above_lowest_kj_mol=117.60 homo_lumo_gap_ev=5.49 energy_ev=-226573.0300 total_charge=-1
In -0.997 0.922 0.475 0.17 -0.32 -0.24 0.90
C -1.425 -1.140 -4.366 -0.10 0.10 0.17 -0.87
C -2.781 -0.480 -4.632 0.08 0.09 0.09 -0.69
S -3.065 1.026 -3.662 -0.02 0.01 0.00 -0.02
C -4.724 0.684 -3.025 0.30 -0.23 0.04 -0.59
C -4.863 -0.535 -2.106 0.13 0.17 0.09 -0.92
S -3.695 -0.561 -0.708 -0.10 -0.14 -0.07 0.02
C -3.000 -2.234 -0.837 0.07 0.28 -0.26 -0.80
C -2.264 -2.589 -2.137 0.09 0.19 0.15 -0.92
S -0.973 -1.403 -2.634 -0.04 -0.08 0.07 0.12
H -0.620 -0.506 -4.743 -0.02 -0.04 -0.06 0.37
H -1.373 -2.100 -4.884 0.03 0.04 -0.14 0.39
H -3.595 -1.172 -4.413 0.05 -0.02 -0.08 0.26
H -2.843 -0.217 -5.689 -0.02 -0.14 -0.05 0.48
H -5.403 0.577 -3.872 -0.12 0.04 0.05 0.42
H -4.990 1.593 -2.493 -0.14 0.14 0.02 0.12
H -4.726 -1.468 -2.654 -0.09 0.04 -0.03 0.40
H -5.868 -0.530 -1.685 -0.06 -0.07 -0.09 0.50
H -3.803 -2.952 -0.669 0.08 -0.12 0.06 0.42
H -2.306 -2.282 0.005 -0.01 -0.09 0.01 0.32
H -2.965 -2.671 -2.968 0.01 -0.06 0.04 0.39
H -1.780 -3.557 -2.005 -0.11 -0.08 -0.01 0.53
Se -2.432 4.056 1.125 0.23 0.96 0.11 -0.24
Te -3.781 4.697 3.232 0.00 0.14 -0.04 -0.12
Te -5.416 4.914 -1.422 0.12 0.10 0.08 -0.60
Se -3.927 3.185 -0.389 -0.44 -0.64 -0.48 0.10
F -3.394 1.657 2.604 -0.14 0.09 -0.15 -0.23
B -2.688 2.797 2.811 0.22 -0.73 0.68 0.39
F -1.496 2.548 3.437 -0.08 0.20 -0.08 -0.27
C 4.537 -2.622 4.497 -0.05 0.09 -0.03 -1.47
C 4.048 -1.368 3.817 0.06 -0.04 0.08 0.97
C 4.943 -0.380 3.402 0.04 -0.02 -0.02 -0.68
C 4.496 0.738 2.722 -0.12 -0.03 0.04 -0.89
C 3.133 0.874 2.468 0.13 -0.23 -0.09 0.29
C 2.222 -0.068 2.917 0.01 0.09 -0.06 -0.32
C 2.690 -1.185 3.589 -0.06 -0.04 0.04 -0.57
S 2.628 2.212 1.451 -0.25 0.51 -0.05 1.01
O 3.164 3.427 2.001 0.00 -0.06 -0.08 -0.73
O 1.205 2.107 1.231 0.28 -0.16 0.08 -0.33
N 3.377 2.062 -0.005 0.40 -0.27 0.09 -0.37
C 3.507 0.781 -0.756 -0.43 0.16 0.12 -0.82
C 2.156 0.158 -1.113 -0.05 0.16 0.23 -0.23
C 1.702 -0.892 -0.079 0.04 -0.17 0.20 0.57
O 2.550 -1.699 0.310 -0.38 0.21 -0.13 -0.70
O 0.468 -0.851 0.289 0.17 0.07 -0.04 -0.70
H 5.623 -2.708 4.439 -0.04 0.01 0.00 0.35
H 4.095 -3.503 4.028 0.03 0.03 0.02 0.34
H 4.252 -2.632 5.552 0.01 0.00 -0.03 0.32
H 6.004 -0.500 3.596 -0.08 -0.01 -0.02 0.31
H 5.190 1.503 2.390 -0.05 -0.08 0.02 0.41
H 1.166 0.055 2.708 0.12 -0.05 -0.01 0.37
H 1.984 -1.950 3.898 0.07 0.08 -0.02 0.38
H 4.267 2.542 0.098 -0.14 -0.05 -0.16 0.30
H 4.079 0.039 -0.201 0.12 -0.06 0.12 0.33
H 4.062 1.043 -1.655 0.01 0.08 -0.05 0.46
H 2.241 -0.378 -2.060 0.02 0.02 -0.01 0.44
H 1.402 0.940 -1.231 0.05 -0.04 -0.12 0.11

=====

5.
48
Properties=species:S:1:pos:R:3:forces:R:3:mulliken_charge:R:1 method="wB97M-V/def2-TZVPD" e_above_lowest_kj_mol=0.00 homo_lumo_gap_ev=6.67 energy_ev=-118917.2554 total_charge=+2
Ir 1.571 0.364 0.440 0.17 0.01 0.11 0.79
C 3.514 -0.311 1.222 -0.15 -0.15 0.12 -1.40
C 3.810 0.470 0.078 -0.25 -0.06 -0.07 1.15
C 3.730 -0.145 -1.223 0.21 0.02 -0.24 0.07
C 4.090 0.559 -2.352 0.02 -0.07 0.09 -1.03
C 4.629 1.833 -2.209 0.00 0.07 0.15 -0.22
C 4.781 2.447 -0.944 0.04 0.06 -0.19 -0.70
C 4.355 1.804 0.173 -0.06 -0.08 0.06 0.03
H 3.732 0.046 2.219 0.17 0.09 -0.07 0.57
H 3.464 -1.384 1.100 -0.04 0.01 0.09 0.28
H 3.414 -1.177 -1.288 -0.05 0.07 0.01 0.43
H 4.008 0.104 -3.330 0.02 0.01 0.00 0.47
H 4.959 2.370 -3.091 -0.01 0.00 0.01 0.44
H 5.233 3.426 -0.876 -0.02 -0.01 -0.02 0.46
H 4.453 2.261 1.149 -0.01 0.00 0.03 0.42
Cl 2.973 2.029 3.717 0.03 0.18 -0.01 -0.21
Ge 1.369 1.724 2.400 -0.07 -0.44 0.13 0.63
Cl 1.435 2.907 0.528 0.07 0.04 -0.09 -0.23
Cl -0.423 2.013 3.444 0.01 0.00 -0.08 -0.18
N -0.416 0.432 0.395 -0.13 -0.03 -0.06 -0.72
C -1.578 0.382 0.476 0.07 -0.06 0.09 0.85
N -2.851 0.313 0.549 -0.01 0.03 -0.06 0.04
C -3.618 -0.619 -0.328 0.00 0.05 0.05 -0.69
C -4.492 0.188 -1.281 -0.01 0.04 0.03 -0.64
C -5.145 1.397 -0.573 0.02 -0.03 0.00 -0.55
C -5.079 1.272 0.947 0.02 -0.01 -0.03 -0.79
C -3.634 1.245 1.426 -0.01 -0.02 -0.05 -0.56
H -4.210 -1.250 0.333 0.00 -0.01 0.01 0.38
H -2.909 -1.257 -0.853 0.03 0.01 0.00 0.37
H -5.247 -0.488 -1.682 -0.01 0.00 0.01 0.37
H -3.891 0.524 -2.126 -0.01 0.00 -0.01 0.27
H -6.181 1.501 -0.889 0.00 0.00 -0.01 0.35
H -4.640 2.319 -0.872 0.01 -0.01 0.00 0.29
H -5.608 0.379 1.288 0.00 -0.01 0.00 0.36
H -5.568 2.119 1.427 -0.01 0.00 0.00 0.39
H -3.550 0.902 2.457 0.01 -0.01 0.01 0.31
H -3.183 2.233 1.339 0.02 0.02 -0.01 0.45
C 0.479 -2.909 -1.570 -0.04 0.03 -0.04 -1.47
C 0.493 -2.434 -0.129 -0.02 -0.07 0.16 1.17
C 0.752 -3.548 0.865 -0.02 -0.04 -0.01 -1.46
O 1.581 -1.488 -0.009 -0.07 0.32 -0.15 -0.34
H -0.341 -3.611 -1.723 0.03 0.00 0.03 0.44
H 1.410 -3.423 -1.813 0.00 0.02 0.00 0.39
H 0.344 -2.072 -2.257 0.00 -0.02 0.01 0.34
H -0.455 -1.951 0.108 0.03 0.05 -0.01 -0.46
H 1.674 -4.075 0.615 -0.01 0.01 0.01 0.35
H -0.067 -4.268 0.844 0.03 0.02 0.00 0.43
H 0.835 -3.154 1.879 -0.02 -0.01 -0.01 0.35

=====

Repeat the second record exactly.
43
Properties=species:S:1:pos:R:3:forces:R:3:mulliken_charge:R:1 method="wB97M-V/def2-TZVPD" e_above_lowest_kj_mol=144.30 homo_lumo_gap_ev=9.14 smiles="CCCC[C@H](CC)CNC(=O)c1ccc2c(c1)OCO2" energy_ev=-24598.1766
C 1.810 -0.412 -1.397 -0.05 0.22 0.17 -1.27
C 1.841 0.345 -0.074 0.18 -0.14 0.00 0.14
C 2.449 -0.472 1.069 -0.13 -0.02 -0.09 -0.87
C 1.524 -1.558 1.625 0.07 0.32 0.06 -1.23
C 0.332 -1.001 2.427 -0.26 -0.37 0.07 1.24
C 0.431 -1.344 3.918 0.08 0.27 -0.16 -0.92
C 1.598 -0.649 4.609 -0.20 -0.18 -0.02 -1.27
C -1.012 -1.512 1.878 0.07 0.25 0.31 -1.94
N -1.255 -1.086 0.520 0.13 -0.32 -0.10 0.08
C -1.836 0.109 0.244 0.01 -0.24 -0.27 0.09
O -2.341 0.813 1.096 0.00 0.27 0.21 -0.68
C -1.804 0.492 -1.202 -0.07 0.05 -0.18 0.33
C -1.860 -0.446 -2.224 0.02 0.07 0.24 -0.26
C -1.820 -0.068 -3.563 0.05 0.29 -0.31 -1.21
C -1.715 1.275 -3.833 0.00 0.23 0.48 1.05
C -1.672 2.225 -2.808 -0.01 -0.52 -0.27 0.91
C -1.723 1.860 -1.488 0.00 0.16 -0.20 -1.15
O -1.575 3.476 -3.357 -0.01 -0.12 0.48 -0.48
C -1.574 3.288 -4.755 0.05 0.95 -0.87 -0.26
O -1.647 1.907 -5.043 -0.03 -0.52 0.13 -0.48
H 1.283 -1.359 -1.305 -0.07 -0.16 -0.05 0.26
H 2.822 -0.626 -1.735 0.09 -0.07 -0.07 0.43
H 1.308 0.178 -2.161 -0.05 -0.01 -0.13 0.25
H 2.436 1.251 -0.211 -0.07 0.06 0.02 0.43
H 0.831 0.660 0.192 -0.01 0.11 0.04 -0.17
H 2.719 0.204 1.883 0.08 -0.02 0.07 0.37
H 3.370 -0.939 0.712 0.10 0.05 0.02 0.42
H 2.112 -2.214 2.269 -0.02 -0.11 -0.01 0.45
H 1.167 -2.178 0.800 0.01 -0.12 -0.05 0.52
H 0.315 0.089 2.336 -0.03 0.05 -0.02 0.34
H 0.527 -2.427 4.034 -0.07 -0.07 0.00 0.35
H -0.496 -1.040 4.409 -0.07 -0.06 0.03 0.41
H 2.549 -0.949 4.177 0.16 0.00 -0.03 0.29
H 1.503 0.431 4.514 0.04 0.14 0.01 0.31
H 1.611 -0.899 5.667 0.09 0.02 0.10 0.42
H -1.827 -1.106 2.481 0.05 -0.15 -0.01 0.47
H -1.048 -2.605 1.916 -0.01 0.03 0.05 0.37
H -0.703 -1.518 -0.203 -0.06 0.11 -0.03 0.30
H -1.969 -1.495 -1.990 -0.01 -0.10 0.05 0.55
H -1.870 -0.793 -4.358 -0.02 -0.10 -0.10 0.44
H -1.704 2.582 -0.690 -0.01 0.09 0.12 0.48
H -0.648 3.704 -5.183 -0.18 -0.16 0.15 0.25
H -2.441 3.804 -5.198 0.15 -0.17 0.16 0.25